No. 1
{
  "formula": "C9H7ClFO2",
  "method": "ωB97M-V with the def2-TZVPD basis set",
  "homo_ev": [-4.12, -3.36],
  "charge": -1,
  "e_lumo_ev": [3.34, 2.44],
  "gap_ev": [7.457, 5.805],
  "energy_ha": -1057.6111,
  "elements": ["C", "C", "C", "C", "C", "C", "C", "C", "C", "O", "O", "F", "Cl", "H", "H", "H", "H", "H", "H", "H"],
  "coordinates": [[-2.3292, 0.0085, -1.3577], [-1.4213, 0.8282, -1.9881], [-2.2167, -0.3114, -0.0054], [-0.3832, 1.4927, -1.3340], [-1.1699, 0.1921, 0.6764], [-0.1103, 1.0299, -0.0141], [1.4529, -2.2785, 1.2424], [0.8285, 1.5846, 0.7444], [2.3213, -1.0522, 0.6819], [1.5674, -3.1132, 0.3518], [0.9434, -2.2580, 2.3544], [1.8092, 2.4327, 0.3140], [3.6512, -0.8043, 1.6894], [-3.1308, -0.5325, -1.9818], [-1.3884, 1.1142, -3.0831], [-2.9869, -0.9264, 0.4242], [0.1974, 2.2990, -1.7984], [-0.9295, 0.0217, 1.7518], [0.9608, 1.4456, 1.7535], [2.3339, -1.1727, -0.4217]]
}



No. 2
{
  "formula": "C39H38BF4O23",
  "method": "ωB97M-V with the def2-TZVPD basis set",
  "e_above_lowest_kcal_mol": 0.0,
  "homo_ev": -6.35,
  "charge": -1,
  "e_lumo_ev": -0.69,
  "gap_ev": 5.662,
  "energy_ha": -3663.5046,
  "elements": ["B", "F", "F", "F", "F", "C", "C", "C", "O", "C", "C", "C", "O", "O", "O", "H", "H", "H", "H", "C", "C", "C", "O", "C", "C", "C", "O", "O", "O", "H", "H", "H", "H", "C", "C", "C", "O", "C", "C", "C", "O", "O", "O", "H", "H", "H", "H", "C", "C", "C", "O", "C", "C", "C", "O", "O", "O", "H", "H", "H", "H", "C", "C", "C", "O", "C", "C", "C", "O", "O", "O", "H", "H", "H", "H", "C", "C", "O", "C", "H", "H", "H", "H", "H", "H", "C", "C", "O", "C", "H", "H", "H", "H", "H", "H", "C", "C", "O", "C", "H", "H", "H", "H", "H", "H"],
  "coordinates": [[0.7789, 0.0149, 0.0300], [1.9369, -0.3441, 0.5410], [0.2969, -0.9871, -0.8590], [-0.1531, 0.4069, 0.9490], [0.8739, 1.0709, -0.8760], [3.9369, 5.9469, -0.6040], [4.3989, 5.5279, 0.6990], [4.2839, 4.1759, 1.1910], [4.5969, 3.8209, 2.2670], [3.4789, 3.2589, 0.3850], [2.9769, 3.6589, -0.9700], [3.1659, 5.0519, -1.5020], [2.6539, 5.3869, -2.5710], [2.5429, 2.6999, -1.9620], [5.0139, 6.4399, 1.5360], [4.2559, 7.0999, -0.9630], [3.5099, 2.1739, 0.6170], [2.0859, 2.0309, -1.4990], [5.2019, 6.0539, 2.2780], [5.1869, -5.4501, 1.3240], [4.6729, -4.1361, 0.9390], [5.4889, -3.1851, 0.2020], [4.9469, -2.0771, -0.1620], [6.8439, -3.5391, -0.0970], [7.3539, -4.9091, 0.1940], [6.4939, -5.9431, 0.8720], [6.9589, -6.9781, 1.2550], [8.5999, -5.3631, -0.1490], [3.3619, -3.8051, 1.2430], [4.5179, -5.9621, 1.8570], [7.4779, -2.8981, -0.6870], [8.6389, -6.2991, 0.1600], [3.1299, -2.9711, 0.9580], [-4.3201, -1.5951, -4.3710], [-4.6481, -2.9141, -3.6230], [-3.8791, -3.4501, -2.5450], [-4.2431, -4.4131, -1.8850], [-2.5301, -2.8661, -2.2900], [-2.1681, -1.7261, -3.1970], [-3.0111, -0.9191, -4.1960], [-2.5851, 0.1529, -4.5980], [-0.7971, -1.2181, -3.1730], [-5.8361, -3.5241, -3.8340], [-4.9441, -1.1291, -5.1110], [-1.8491, -3.3751, -1.6330], [-0.2411, -1.4641, -2.2280], [-5.9881, -4.0321, -2.9860], [-1.3141, 6.4019, -2.4540], [-0.8561, 5.9859, -3.8460], [-0.3441, 4.6889, -4.1510], [0.1569, 4.3579, -5.2420], [-0.2341, 3.7719, -3.1190], [-0.7781, 4.0429, -1.6780], [-1.3871, 5.4129, -1.3690], [-1.8141, 5.7059, -0.2470], [-0.6621, 3.1759, -0.6420], [-0.8081, 6.9209, -4.8270], [-1.5821, 7.4579, -2.2790], [0.2579, 2.6409, -3.2480], [-0.1521, 2.3539, -0.6780], [-0.2571, 6.5839, -5.5110], [-2.9881, -6.8161, -0.2290], [-1.7881, -7.1601, -1.2050], [-0.4651, -6.6411, -0.9270], [0.5739, -7.0631, -1.4640], [-0.3661, -5.4481, -0.1260], [-1.5731, -4.9861, 0.6320], [-2.8251, -5.7841, 0.7260], [-3.6871, -5.4131, 1.4970], [-1.5361, -3.7081, 1.2970], [-1.9411, -8.1421, -2.1360], [-3.8051, -7.5481, -0.1690], [0.4979, -4.8921, -0.4360], [-0.9521, -2.9761, 0.8110], [-1.4461, -8.8071, -2.4590], [0.9269, 3.7549, 4.3570], [1.2229, 4.6949, 3.1070], [2.2079, 5.4819, 3.0700], [0.3259, 4.3469, 1.9390], [1.0939, 2.6619, 4.2470], [-0.1731, 3.9909, 4.7500], [1.6169, 4.2409, 4.9970], [0.7349, 4.6799, 0.9900], [-0.7161, 4.8139, 2.0130], [0.1119, 3.1799, 1.9180], [-3.4541, 0.8929, -0.2040], [-4.8991, 0.3359, 0.0970], [-5.7951, 0.8499, -0.4930], [-5.1381, -0.8111, 1.0080], [-3.2671, 1.8089, 0.2930], [-3.4611, 0.9669, -1.2270], [-2.5261, 0.2409, -0.2060], [-6.1151, -1.1471, 0.8860], [-5.0981, -0.6411, 2.2460], [-4.5111, -1.8531, 0.7710], [-3.5481, 0.5919, 5.3800], [-2.0761, 0.9459, 5.1980], [-1.5581, 1.6099, 6.0800], [-1.3331, 0.4419, 4.0190], [-4.2851, 1.2839, 4.8660], [-3.6311, 0.5449, 6.4480], [-3.4391, -0.4341, 5.1290], [-0.2511, 0.7479, 3.8870], [-1.8341, 0.8019, 3.0090], [-1.5211, -0.6381, 3.9760]]
}



No. 3
{
  "formula": "C28H60ClNO13P2SSi2",
  "method": "ωB97M-V with the def2-TZVPD basis set",
  "e_above_lowest_kcal_mol": 0.0,
  "homo_ev": -8.40,
  "e_lumo_ev": -0.10,
  "gap_ev": 8.298,
  "energy_ha": -4255.9892,
  "elements": ["C", "C", "O", "O", "C", "C", "C", "C", "Si", "C", "C", "C", "O", "O", "Si", "C", "C", "C", "C", "N", "C", "C", "C", "C", "O", "C", "C", "C", "O", "P", "O", "Cl", "P", "O", "O", "S", "H", "H", "H", "H", "H", "H", "H", "H", "H", "H", "H", "H", "H", "H", "H", "H", "H", "H", "H", "H", "H", "H", "H", "H", "H", "H", "H", "H", "H", "H", "H", "H", "H", "H", "H", "H", "H", "H", "H", "H", "C", "O", "C", "C", "O", "C", "H", "H", "H", "H", "H", "H", "H", "H", "H", "H", "C", "O", "C", "C", "O", "C", "H", "H", "H", "H", "H", "H", "H", "H", "H", "H"],
  "coordinates": [[3.9066, -2.0591, 5.3718], [3.3130, -0.8895, 6.1501], [4.0142, -0.2683, 6.9256], [1.9880, -0.6097, 5.9659], [1.7818, 0.5413, 5.1239], [0.3062, 0.8015, 4.9276], [-0.4086, -0.1596, 3.9376], [-0.0687, 0.3023, 2.4961], [-0.9309, -0.7172, 1.1323], [-2.4086, 0.3125, 0.5912], [-3.0400, -0.2047, -0.7268], [-4.3742, 0.5030, -0.9752], [-5.4061, 0.0184, -0.1410], [-0.0023, -0.9375, -0.2542], [1.0820, -2.1947, -0.2632], [1.9342, -2.1088, -1.9354], [2.9151, -0.9330, -2.0909], [3.3944, -0.7123, -3.5334], [4.7505, 0.0017, -3.4817], [5.8517, -0.8789, -3.1151], [5.7808, -2.2145, -2.8860], [6.9901, -2.6831, -2.5333], [7.8726, -1.5659, -2.5722], [7.1399, -0.5039, -2.9387], [0.3564, -3.6924, -0.1877], [1.1244, -4.7311, 0.4277], [2.3282, -5.2006, -0.3868], [2.8928, -6.4752, 0.2938], [1.9097, -5.5462, -1.6994], [2.7385, -1.9966, 1.2672], [2.0239, -2.0932, 2.7578], [3.4710, -0.0637, 1.2071], [-1.8155, -2.6002, 1.9905], [-2.4863, -3.3827, 0.7374], [-0.7692, -3.5670, 2.7453], [-3.2581, -2.1649, 3.2157], [3.2136, -2.9003, 5.4523], [4.1242, -1.7755, 4.3458], [4.8257, -2.3365, 5.8759], [2.3494, 0.4901, 4.1912], [2.1865, 1.3996, 5.6723], [0.2446, 1.7892, 4.4614], [-0.2258, 0.8638, 5.8754], [-0.1230, -1.1923, 4.1132], [-1.4669, 0.0217, 4.0981], [-0.4538, 1.3240, 2.4325], [1.0123, 0.3776, 2.3691], [-1.9842, 1.2935, 0.3521], [-3.1371, 0.3969, 1.3966], [-2.3498, 0.0768, -1.5234], [-3.1939, -1.2838, -0.7213], [-4.1887, 1.5693, -0.7962], [-4.6908, 0.3788, -2.0092], [-5.2797, 0.3384, 0.7558], [2.3758, -3.0634, -2.2231], [1.1069, -1.9364, -2.6373], [2.4576, -0.0394, -1.6630], [3.7833, -1.1536, -1.4652], [2.7096, 0.0031, -3.9883], [3.4587, -1.6464, -4.0827], [4.6572, 0.7249, -2.6642], [4.9574, 0.5844, -4.3784], [4.8880, -2.8087, -2.9516], [7.2125, -3.7011, -2.2704], [8.9188, -1.6189, -2.3310], [7.5645, 0.4773, -3.0643], [1.4028, -4.5100, 1.4623], [0.4607, -5.5982, 0.4943], [3.1425, -4.4796, -0.4215], [2.1175, -6.9429, 0.9076], [3.1974, -7.1936, -0.4602], [3.7071, -6.1930, 0.9596], [1.4410, -6.3842, -1.6498], [2.4203, -2.8471, 3.2085], [-2.0479, -4.2373, 0.6129], [-0.9749, -3.6049, 3.6886], [-7.7867, 2.1929, -2.4537], [-6.7539, 2.5897, -3.3419], [-6.4787, 1.6035, -4.3269], [-7.0499, 1.9917, -5.6721], [-8.4689, 1.9345, -5.6683], [-9.0736, 3.2133, -5.6040], [-8.0260, 3.0398, -1.8122], [-8.6875, 1.8977, -2.9982], [-7.4474, 1.3639, -1.8238], [-6.8539, 0.6241, -4.0168], [-5.3886, 1.5357, -4.4143], [-6.7030, 1.2732, -6.4220], [-6.6988, 2.9853, -5.9648], [-8.8995, 3.7659, -6.5336], [-8.6959, 3.7922, -4.7573], [-10.1457, 3.0679, -5.4820], [1.2309, 6.9473, 2.5294], [1.8222, 6.1684, 1.5041], [1.7224, 4.7724, 1.7413], [0.6617, 4.1394, 0.8694], [-0.6409, 4.5420, 1.2705], [-1.2172, 5.5011, 0.4006], [1.2441, 7.9868, 2.2061], [0.1960, 6.6475, 2.7140], [1.8086, 6.8622, 3.4557], [1.5255, 4.5663, 2.7976], [2.6939, 4.3356, 1.4865], [0.7061, 3.0511, 0.9933], [0.8369, 4.3706, -0.1850], [-1.4399, 5.0500, -0.5723], [-0.5587, 6.3624, 0.2631], [-2.1503, 5.8379, 0.8490]]
}



No. 4
{
  "formula": "C5H12O",
  "method": "ωB97M-V with the def2-TZVPD basis set",
  "smiles": "CCCO.C=C",
  "e_above_lowest_kcal_mol": 55.9,
  "homo_ev": -9.70,
  "e_lumo_ev": 0.97,
  "gap_ev": 10.675,
  "energy_ha": -272.8596,
  "elements": ["C", "C", "H", "H", "H", "H", "O", "C", "C", "C", "H", "H", "H", "H", "H", "H", "H", "H"],
  "coordinates": [[-2.3244, 0.0707, -0.3347], [-2.5665, -1.2240, -0.1231], [-2.3719, 0.7976, 0.4842], [-2.0711, 0.4443, -1.3335], [-2.8197, -1.5975, 0.8757], [-2.5190, -1.9509, -0.9420], [-0.0722, -0.9248, 0.1291], [2.4869, 0.3018, -0.5988], [0.1894, 0.4436, 0.4553], [1.6830, 0.5952, 0.6658], [-1.0357, -1.0223, -0.0216], [2.1966, 0.9965, -1.4049], [2.2973, -0.7303, -0.9386], [3.5671, 0.4164, -0.4077], [-0.3587, 0.7359, 1.3716], [-0.1456, 1.1086, -0.3638], [1.9892, -0.0909, 1.4788], [1.8754, 1.6301, 1.0083]]
}



No. 5
{
  "formula": "C27H30ClNOP2Pm",
  "method": "ωB97M-V with the def2-TZVPD basis set",
  "homo_ev": [-9.33, -9.36],
  "charge": 1,
  "e_lumo_ev": [-4.30, -4.23],
  "gap_ev": [5.030, 5.135],
  "multiplicity": 5,
  "energy_ha": -2927.7095,
  "elements": ["C", "C", "C", "C", "C", "C", "C", "C", "C", "C", "C", "C", "C", "H", "H", "H", "H", "H", "H", "H", "N", "Pm", "C", "H", "H", "C", "H", "H", "P", "P", "C", "H", "H", "H", "C", "H", "H", "H", "C", "H", "H", "H", "C", "H", "H", "H", "C", "O", "H", "Cl", "C", "C", "C", "C", "C", "C", "C", "H", "H", "H", "H", "H", "H"],
  "coordinates": [[1.4245, -2.2742, -4.0353], [0.5693, -1.3068, -3.5077], [-0.5478, -1.7901, -2.7231], [-0.2005, -2.8993, -1.8756], [0.7248, -3.8460, -2.3402], [1.4629, -3.5639, -3.4850], [-0.7443, -2.8912, -0.5328], [-2.0454, -2.2601, -0.4574], [-2.3073, -1.1899, -1.3795], [-3.0177, -0.0826, -0.7794], [-3.9965, -0.3880, 0.1643], [-4.0242, -1.6480, 0.7751], [-3.0003, -2.5572, 0.5301], [2.1057, -1.9941, -4.8410], [0.8368, -4.7786, -1.7850], [2.1089, -4.3271, -3.9232], [-0.5911, -3.7878, 0.0723], [-4.7075, 0.3899, 0.4533], [-4.8237, -1.8981, 1.4754], [-2.9080, -3.4948, 1.0806], [-1.7551, -1.1559, -2.6327], [1.3374, -0.2538, 1.1912], [0.8927, 0.1660, -3.5289], [-0.0262, 0.7617, -3.6464], [1.6063, 0.3857, -4.3409], [-2.5465, 1.3239, -1.0335], [-2.3289, 1.4683, -2.1028], [-3.3012, 2.0471, -0.6877], [1.7224, 0.7428, -1.9019], [-0.9431, 1.7171, -0.0829], [-1.6908, 2.2376, 1.5147], [-0.9385, 2.7452, 2.1348], [-2.5253, 2.9276, 1.3208], [-2.0595, 1.3573, 2.0583], [-0.7314, 3.3805, -0.8462], [-1.5553, 4.0374, -0.5272], [0.2237, 3.8219, -0.5350], [-0.7531, 3.2907, -1.9420], [3.3820, -0.0010, -2.1690], [3.7508, 0.2623, -3.1699], [4.0822, 0.3830, -1.4152], [3.3222, -1.0926, -2.0755], [2.1139, 2.4478, -2.4779], [2.5020, 3.0387, -1.6383], [2.8746, 2.4013, -3.2715], [1.2143, 2.9407, -2.8709], [1.8727, 2.0997, 0.9997], [2.2081, 3.2146, 1.0112], [0.2776, -1.7657, 0.2994], [3.0155, -1.4738, 2.9153], [1.8506, -0.3540, 3.8322], [2.4211, 0.6369, 4.6273], [1.5919, 1.4532, 5.4119], [0.2053, 1.3269, 5.3375], [-0.3951, 0.4058, 4.4881], [0.4216, -0.4863, 3.7038], [-0.2017, -1.3625, 2.7371], [3.5057, 0.7283, 4.6652], [2.0397, 2.1742, 6.0934], [-0.4267, 1.9535, 5.9709], [-1.4764, 0.3209, 4.4197], [0.1891, -2.3871, 2.6564], [-1.2872, -1.2781, 2.6211]]
}